# 1
Density functional theory data (ωB97M-V/def2-TZVPD) for 2 unconnected molecules or ions with the total composition C4H9NO.

Element x y z (Å)
O  1.197  -1.690  0.698
N  0.023  0.117  -0.474
C  2.306  -0.727  0.470
C  0.946  -0.525  0.065
C  -1.310  -0.485  -0.488
C  -2.276  0.350  0.344
H  1.614  2.135  -0.890
H  2.693  -0.266  1.376
H  -1.300  -1.525  -0.130
H  2.262  2.504  -0.858
H  -3.284  -0.077  0.309
H  -1.645  -0.502  -1.532
H  -1.954  0.383  1.391
H  3.048  -1.068  -0.248
H  -2.320  1.376  -0.032

Results
* Kohn-Sham gap: 11.02 eV
* SMILES: CC/N=C1/CO1.[H][H]
* calculated total energy: -7828.750 eV
* LUMO level: 0.03818 Eh
* E_HOMO: -9.99 eV
* net charge: 0

---

# 2
Density functional theory data (ωB97M-V/def2-TZVPD) for 2 unconnected molecules or ions with the total composition C4H5ClF2 at a distorted geometry.

Element x y z (Å)
Cl  -1.151  1.727  -1.431
F  1.118  -0.949  1.440
F  -1.296  0.508  3.077
C  0.289  0.180  1.270
C  -0.141  -0.776  -2.130
C  -1.103  0.183  1.777
C  -0.383  0.298  -1.420
H  0.857  0.999  1.470
H  -0.211  -0.818  -3.167
H  0.378  -1.725  -1.887
H  -1.682  0.892  1.242
H  -1.389  -0.897  1.939

Results
* Kohn-Sham gap (spin up / spin down): 8.59 / 8.93 eV
* calculated total energy: -22180.645 eV
* LUMO level (spin up / spin down): -0.00559 / -0.01081 Eh
* E_HOMO (spin up / spin down): -8.74 / -9.22 eV
* net charge: 0

---

# 3
Density functional theory data (ωB97M-V/def2-TZVPD) for a molecular structure, C9H10CuO5 at a distorted geometry.

Element x y z (Å)
Cu  0.243  1.383  -0.126
O  -0.075  3.669  -2.098
O  -0.698  -0.173  0.634
O  -0.150  2.305  2.526
O  3.276  1.206  -0.579
O  -3.309  0.971  -0.401
C  -0.261  -1.012  1.473
C  0.104  0.243  -3.018
C  0.153  2.670  -1.576
C  1.151  -1.003  1.972
C  0.070  -0.967  -2.415
C  -2.224  1.029  -0.766
C  -1.205  -2.051  2.024
C  0.224  2.332  1.432
C  2.173  0.904  -0.685
H  1.163  -0.673  3.027
H  1.067  0.696  -3.362
H  -0.890  -1.487  -2.247
H  1.552  -2.028  1.917
H  -1.496  -2.729  1.191
H  -0.839  0.764  -3.353
H  -2.098  -1.536  2.427
H  -0.758  -2.652  2.829
H  1.821  -0.329  1.404
H  1.004  -1.531  -2.227

Results
* Kohn-Sham gap (spin up / spin down): 9.91 / 5.53 eV
* calculated total energy: -64350.813 eV
* expectation value of S²: 0.765
* LUMO level (spin up / spin down): -0.31670 / -0.44771 Eh
* E_HOMO (spin up / spin down): -18.52 / -17.71 eV
* net charge: +2
* multiplicity: 2

---

# 4
Density functional theory data (ωB97M-V/def2-TZVPD) for 4 unconnected molecules or ions with the total composition CH10O3.

Element x y z (Å)
O  -0.347  -0.581  -1.895
O  1.451  0.998  -0.473
O  1.291  -1.130  1.252
C  -1.688  0.525  0.947
H  2.095  1.379  -1.081
H  -0.737  0.230  1.389
H  0.028  -1.181  -1.233
H  2.084  -1.511  1.650
H  -2.101  1.301  1.588
H  1.590  -0.373  0.701
H  -2.356  -0.323  0.887
H  -0.523  -1.145  -2.669
H  0.675  0.854  -1.042
H  -1.462  0.960  -0.021

Results
* Kohn-Sham gap: 11.56 eV
* SMILES: C.O.O.O
* calculated total energy: -7341.886 eV
* LUMO level: 0.02093 Eh
* E_HOMO: -10.99 eV
* net charge: 0

---

# 5
Density functional theory data (ωB97M-V/def2-TZVPD) for 2 unconnected molecules or ions with the total composition C4H10NO at a distorted geometry.

Element x y z (Å)
O  0.560  1.444  -0.746
N  -0.019  -0.678  -0.454
C  0.660  0.518  1.611
C  -1.513  -0.696  -0.252
C  -0.966  -0.357  -1.556
C  0.762  0.375  0.054
H  0.358  -1.623  -0.488
H  -0.904  0.563  -1.946
H  2.509  -0.479  -0.054
H  1.004  1.412  1.971
H  1.264  -0.188  2.120
H  -0.428  0.416  2.052
H  -0.861  -1.205  -2.290
H  -1.941  -1.633  0.063
H  -1.751  0.055  0.537
H  1.267  2.078  -0.621

Results
* Kohn-Sham gap: 9.28 eV
* calculated total energy: -7835.944 eV
* LUMO level: -0.16759 Eh
* E_HOMO: -13.84 eV
* net charge: +1

---

# 6
Density functional theory data (ωB97M-V/def2-TZVPD) for 2 unconnected molecules or ions with the total composition C7H15N5.

Element x y z (Å)
N  3.747  1.166  0.202
N  2.339  -1.282  -1.250
N  -1.122  -2.109  -0.171
N  1.797  -1.371  0.004
N  2.803  1.452  -0.769
C  -2.848  1.305  -0.359
C  -2.875  2.247  0.581
C  2.335  -0.737  0.971
C  -1.704  0.362  -0.596
C  3.504  0.171  0.969
C  -2.053  -1.729  0.885
C  -2.115  -1.088  -0.441
H  -0.187  -1.710  -0.021
H  1.684  -1.631  -1.919
H  -0.890  0.595  0.114
H  2.776  -0.384  -1.495
H  1.919  -0.973  1.956
H  -1.311  0.510  -1.601
H  2.956  2.413  -1.099
H  -2.775  -2.484  1.173
H  -3.734  2.903  0.719
H  -2.900  -1.421  -1.128
H  -3.720  1.184  -1.010
H  -1.681  -1.120  1.720
H  -2.031  2.401  1.254
H  4.246  0.010  1.747
H  1.840  1.321  -0.436

Results
* Kohn-Sham gap: 9.56 eV
* SMILES: C=CC[C@@H]1CN1.N/N=C\C=N/N
* calculated total energy: -14948.822 eV
* LUMO level: 0.01997 Eh
* E_HOMO: -9.01 eV
* net charge: 0

---

What molar mass values result from the calculations? In sequence: 87.1, 126.5, 261.7, 70.1, 88.1, 169.2 g/mol.